No. 1
{
  "formula": "C34H33BCl4N10O2RuS",
  "method": "the ωB97M-V functional and the def2-TZVPD basis",
  "spin_multiplicity": 2,
  "e_above_lowest_kj_mol": 0.0,
  "charge": -1,
  "elements": ["Ru", "C", "C", "C", "C", "C", "N", "N", "B", "N", "N", "C", "C", "C", "C", "C", "N", "N", "C", "C", "C", "C", "C", "H", "H", "H", "H", "H", "H", "H", "H", "H", "H", "H", "H", "H", "H", "H", "H", "H", "H", "H", "H", "H", "H", "S", "C", "N", "N", "C", "C", "C", "C", "C", "C", "N", "N", "C", "C", "C", "C", "C", "C", "H", "H", "H", "H", "H", "H", "H", "H", "H", "H", "H", "Cl", "C", "C", "Cl", "C", "Cl", "C", "O", "C", "O", "C", "Cl"],
  "positions_angstrom": [[-0.060, -0.074, 0.077], [2.341, 0.271, 3.224], [0.924, -0.201, 3.257], [0.223, -0.439, 4.439], [-0.975, -1.012, 4.065], [-2.108, -1.485, 4.910], [-0.972, -1.106, 2.733], [0.176, -0.583, 2.204], [-1.933, -1.867, 1.814], [-2.811, -0.875, 1.059], [-2.220, -0.083, 0.130], [-3.193, 0.530, -0.543], [-2.988, 1.450, -1.696], [-4.432, 0.135, -0.014], [-4.148, -0.767, 0.989], [-5.078, -1.535, 1.867], [-1.091, -2.681, 0.818], [-0.251, -2.077, -0.069], [0.338, -3.027, -0.795], [1.366, -2.760, -1.836], [-0.150, -4.271, -0.378], [-1.041, -4.012, 0.643], [-1.843, -4.971, 1.456], [2.796, 0.054, 4.191], [2.428, 1.341, 3.057], [2.902, -0.233, 2.440], [0.569, -0.244, 5.441], [-1.887, -1.290, 5.958], [-2.286, -2.554, 4.785], [-3.033, -0.965, 4.656], [-2.629, -2.613, 2.442], [-2.232, 1.057, -2.372], [-2.660, 2.434, -1.368], [-3.929, 1.549, -2.240], [-5.405, 0.457, -0.345], [-6.102, -1.218, 1.675], [-4.862, -1.374, 2.924], [-5.012, -2.608, 1.680], [1.235, -1.771, -2.267], [1.294, -3.510, -2.624], [2.368, -2.818, -1.403], [0.128, -5.236, -0.767], [-1.601, -5.988, 1.152], [-2.914, -4.816, 1.319], [-1.629, -4.868, 2.520], [2.308, 0.008, -0.221], [2.668, 1.684, 0.099], [3.704, 2.319, -0.332], [4.503, 1.642, -1.176], [5.569, 2.273, -1.784], [6.318, 1.569, -2.732], [7.400, 2.167, -3.352], [7.764, 3.471, -3.043], [7.019, 4.166, -2.100], [5.930, 3.587, -1.471], [1.868, 2.514, 0.916], [0.767, 2.041, 1.218], [-0.026, 2.861, 2.070], [-1.346, 2.467, 2.253], [-2.171, 3.200, 3.091], [-1.676, 4.316, 3.752], [-0.354, 4.701, 3.568], [0.477, 3.979, 2.727], [4.153, 0.764, -1.545], [6.037, 0.552, -2.981], [7.961, 1.607, -4.090], [8.608, 3.938, -3.533], [7.283, 5.187, -1.852], [5.344, 4.132, -0.747], [-1.710, 1.600, 1.719], [-3.203, 2.899, 3.224], [-2.320, 4.888, 4.408], [0.031, 5.573, 4.082], [1.506, 4.267, 2.565], [1.184, 2.198, -6.401], [0.727, 2.233, -4.729], [0.545, 3.449, -4.079], [0.790, 4.931, -4.940], [0.162, 3.473, -2.741], [-0.095, 4.957, -1.892], [-0.041, 2.286, -2.010], [-0.428, 2.232, -0.789], [0.165, 1.038, -2.681], [-0.041, -0.056, -1.997], [0.536, 1.041, -4.027], [0.749, -0.497, -4.802]],
  "atomic_forces_ev_per_a": [[0.95, 1.39, -0.84], [0.00, 0.02, -0.11], [0.07, -0.13, -0.24], [-0.08, -0.06, 0.09], [0.07, -0.05, 0.08], [-0.02, -0.01, 0.03], [0.16, 0.10, -0.10], [-0.46, 0.25, 0.40], [-0.21, 0.04, 0.08], [-0.06, -0.11, -0.12], [0.03, 0.05, 0.04], [0.08, 0.05, -0.07], [-0.13, 0.01, -0.04], [-0.03, -0.08, 0.05], [0.01, 0.09, -0.07], [-0.01, -0.03, 0.02], [-0.05, -0.20, -0.23], [0.09, -0.09, 0.11], [0.02, -0.05, -0.01], [0.05, 0.01, -0.02], [0.07, 0.01, -0.02], [-0.01, 0.14, 0.01], [-0.02, -0.05, 0.02], [-0.01, -0.03, -0.01], [-0.04, 0.10, -0.03], [-0.01, 0.03, -0.02], [0.00, 0.01, 0.00], [0.00, 0.00, 0.00], [0.00, 0.00, 0.00], [0.00, 0.00, -0.01], [0.05, 0.03, 0.08], [-0.06, 0.02, 0.02], [0.02, -0.03, 0.01], [-0.02, -0.02, 0.01], [0.00, 0.01, -0.01], [0.00, 0.00, 0.00], [0.01, 0.01, 0.00], [0.00, 0.00, 0.00], [-0.04, 0.01, -0.01], [-0.01, -0.01, 0.01], [-0.02, 0.00, 0.03], [-0.01, 0.00, -0.02], [0.00, 0.00, 0.00], [0.00, 0.01, -0.01], [0.01, 0.01, 0.00], [-0.12, -0.15, -0.01], [0.07, 0.32, 0.12], [-0.04, -0.15, -0.17], [-0.11, -0.01, 0.23], [0.16, 0.11, -0.14], [-0.06, 0.00, 0.04], [0.02, 0.00, -0.01], [-0.01, 0.00, 0.01], [0.02, 0.03, -0.01], [-0.05, -0.08, 0.03], [0.02, -0.14, 0.09], [0.27, -0.40, -0.05], [-0.23, 0.00, 0.07], [0.09, 0.04, 0.02], [-0.01, 0.00, 0.01], [-0.02, 0.01, 0.01], [0.02, 0.01, 0.00], [-0.01, -0.06, -0.03], [0.02, -0.02, -0.05], [-0.01, 0.00, -0.01], [0.00, 0.00, 0.00], [0.00, 0.00, 0.00], [0.00, 0.00, 0.00], [0.00, 0.00, -0.01], [-0.01, 0.03, 0.01], [0.00, 0.00, 0.00], [0.00, 0.00, 0.00], [0.00, 0.00, 0.00], [0.00, 0.01, 0.00], [0.01, -0.05, -0.01], [-0.02, 0.46, -0.03], [0.10, -0.29, -0.36], [0.00, 0.08, 0.01], [-0.14, -0.49, 0.48], [-0.02, 0.14, 0.01], [0.25, -0.02, -0.54], [-0.23, -0.47, 0.54], [0.30, 0.53, -0.34], [-0.58, -0.64, 0.51], [-0.10, -0.17, 0.55], [0.02, -0.06, -0.06]]
}

---

No. 2
{
  "formula": "C34H33BN12OPbS5Se",
  "method": "the ωB97M-V functional and the def2-TZVPD basis",
  "spin_multiplicity": 1,
  "e_above_lowest_kj_mol": 368.2,
  "charge": -2,
  "elements": ["Pb", "S", "C", "C", "C", "C", "C", "C", "C", "C", "C", "N", "H", "H", "H", "H", "H", "H", "O", "C", "S", "C", "C", "S", "S", "S", "B", "N", "C", "C", "C", "N", "N", "C", "C", "C", "N", "H", "H", "H", "H", "H", "H", "H", "H", "C", "N", "C", "C", "N", "C", "C", "Se", "H", "H", "H", "H", "H", "H", "H", "H", "C", "C", "N", "C", "C", "N", "C", "N", "N", "N", "C", "C", "C", "C", "C", "C", "H", "H", "H", "H", "H", "H", "H", "H", "H", "H", "H"],
  "positions_angstrom": [[3.033, -1.821, 1.181], [0.560, -4.404, 4.376], [2.188, -4.312, 4.905], [2.964, -3.639, 3.995], [2.309, -3.290, 2.829], [0.993, -3.608, 2.849], [0.118, -3.459, 1.713], [-1.235, -3.914, 1.646], [-1.996, -3.793, 0.487], [-1.342, -3.294, -0.628], [-0.090, -2.808, -0.497], [0.583, -2.728, 0.657], [2.582, -4.704, 5.864], [4.025, -3.426, 4.195], [-1.665, -4.217, 2.695], [-3.012, -4.070, 0.423], [-1.853, -3.303, -1.594], [0.493, -2.387, -1.305], [8.022, -6.613, 0.017], [7.207, -5.748, 0.123], [7.346, -4.534, 1.372], [5.868, -3.703, 0.973], [5.144, -4.182, -0.055], [3.685, -3.530, -0.800], [5.779, -5.623, -0.835], [5.646, -2.144, 1.770], [-6.653, 0.196, -3.004], [-5.968, 1.484, -2.334], [-4.827, 1.318, -1.680], [-4.293, 2.586, -1.329], [-5.354, 3.450, -1.876], [-6.263, 2.774, -2.482], [-5.727, -0.614, -3.943], [-4.967, -1.690, -3.687], [-4.499, -2.201, -4.904], [-4.982, -1.274, -5.867], [-5.762, -0.369, -5.230], [-7.657, 0.536, -3.605], [-6.710, -0.660, -2.126], [-4.489, 0.235, -1.540], [-3.421, 2.860, -0.779], [-5.442, 4.526, -1.798], [-4.846, -2.016, -2.687], [-3.881, -3.125, -5.008], [-4.985, -1.240, -6.950], [-2.182, 1.682, -5.438], [-1.171, 1.320, -4.399], [-1.575, 0.817, -3.200], [-0.491, 0.305, -2.593], [0.551, 0.500, -3.437], [1.918, 0.208, -2.973], [0.146, 1.046, -4.607], [1.236, 1.421, -6.123], [-3.269, 1.585, -4.914], [-2.076, 0.899, -6.300], [-2.135, 2.649, -5.814], [-2.678, 0.810, -2.970], [-0.246, -0.024, -1.491], [2.179, -0.846, -3.161], [2.005, 0.564, -1.830], [2.514, 0.875, -3.600], [-0.561, 1.087, 1.944], [0.691, 1.714, 1.419], [0.694, 2.372, 0.249], [2.050, 2.588, -0.022], [2.822, 2.145, 1.009], [1.925, 1.617, 1.935], [2.306, 1.085, 3.210], [2.598, 2.200, 4.224], [3.443, 1.737, 5.327], [3.578, 2.649, 6.153], [2.947, 3.723, 5.664], [2.937, 5.096, 6.115], [2.156, 5.913, 5.392], [1.427, 5.550, 4.275], [1.466, 4.288, 3.757], [2.253, 3.421, 4.373], [-1.557, 1.353, 1.153], [-0.850, 1.531, 2.921], [-0.581, -0.069, 2.121], [2.348, 2.994, -0.957], [4.041, 1.920, 1.203], [3.461, 0.636, 3.019], [1.574, 0.275, 3.612], [3.700, 5.384, 6.873], [1.933, 7.087, 5.754], [0.748, 6.253, 3.804], [1.101, 4.122, 2.798]],
  "atomic_forces_ev_per_a": [[0.25, 0.07, -0.45], [0.05, -0.13, -0.51], [0.69, 0.28, 0.42], [1.17, -0.63, 1.63], [0.12, 1.00, -1.43], [-0.23, -0.57, 0.84], [-1.95, 1.19, -1.57], [-0.24, -0.13, 2.70], [1.77, 0.21, 0.93], [-1.54, -0.66, -1.11], [1.70, 1.17, 0.47], [-0.06, -2.04, 0.84], [-0.78, 0.27, -0.71], [-0.50, -0.17, -0.23], [0.55, 0.17, -2.39], [-0.94, -0.36, 0.15], [0.29, 0.16, 0.27], [-0.37, 0.11, -0.43], [1.24, -1.44, -0.48], [-0.05, 0.37, 0.66], [-0.16, 0.18, 0.12], [-0.22, 0.98, -0.13], [-0.30, 0.02, -0.12], [0.09, 0.15, 0.58], [-0.61, 0.15, -0.31], [-0.01, -0.32, 0.14], [-0.17, 0.05, 0.81], [-0.08, -1.52, -1.08], [1.92, -0.33, 1.15], [-2.78, -0.47, -1.26], [3.02, 0.14, 1.64], [-1.96, -0.57, -0.86], [0.18, 0.43, -0.22], [0.09, -0.32, -1.12], [0.65, -0.21, 0.28], [-1.13, 0.02, 1.31], [0.74, 0.18, -2.18], [0.24, -0.22, 0.35], [-0.71, 0.49, 0.38], [-0.26, 1.92, 0.02], [0.31, -0.01, 0.14], [0.14, -0.03, -0.10], [0.10, -0.42, 0.64], [-0.60, 1.11, -0.08], [0.33, -0.21, 0.21], [-1.96, -3.83, 0.87], [-0.62, -0.01, -1.87], [-2.36, -0.33, 0.86], [-0.02, -0.40, 3.28], [1.30, -0.49, 0.21], [-0.21, 1.34, 0.99], [0.66, 0.81, -0.30], [-0.81, -0.21, 0.91], [2.63, -0.01, -1.34], [-0.38, 1.56, 1.55], [0.71, 1.75, -0.52], [1.69, 0.14, 0.04], [-0.97, 0.60, -2.60], [-0.02, 0.48, 0.36], [-0.17, -1.15, -2.64], [0.49, -0.32, 0.22], [-3.37, -0.45, -0.59], [-1.58, 0.58, -2.01], [1.21, -1.06, 0.92], [-0.71, -0.17, 0.86], [3.27, -0.93, 0.72], [0.62, -0.30, 0.63], [3.12, -0.85, 0.40], [1.67, -6.32, -0.26], [-1.35, -1.91, -2.65], [0.30, 1.12, -0.01], [-1.61, 3.96, -0.99], [1.87, -2.94, 0.41], [-1.62, 5.45, 1.30], [-1.05, 0.08, -0.30], [-0.64, 2.46, -1.14], [2.56, 0.16, 5.21], [3.32, -0.79, 2.31], [0.09, -0.22, -0.48], [0.48, 2.05, -0.62], [0.26, 0.38, -0.44], [-3.84, 1.00, -0.76], [-3.44, 0.70, 0.84], [1.34, 1.64, -0.68], [-1.19, -0.02, -0.33], [1.09, -3.27, -0.93], [0.31, 0.17, 0.05], [-1.06, -0.53, -1.43]]
}

---

No. 3
{
  "formula": "C34H33Br2N14O2Sn",
  "method": "the ωB97M-V functional and the def2-TZVPD basis",
  "spin_multiplicity": 1,
  "e_above_lowest_kj_mol": 49.7,
  "charge": 1,
  "elements": ["Sn", "C", "N", "C", "C", "N", "C", "C", "C", "C", "C", "C", "N", "C", "N", "C", "C", "C", "C", "C", "C", "N", "H", "H", "H", "H", "H", "H", "H", "H", "H", "H", "H", "H", "H", "H", "H", "Br", "C", "C", "C", "N", "C", "C", "C", "C", "C", "Br", "C", "C", "N", "H", "H", "H", "H", "H", "H", "N", "C", "N", "N", "C", "N", "H", "H", "H", "H", "N", "C", "O", "C", "C", "N", "C", "N", "H", "H", "C", "C", "O", "H", "H", "H", "H", "H", "H"],
  "positions_angstrom": [[0.157, 0.157, -0.425], [1.853, 2.322, -2.663], [2.152, 0.977, -2.171], [3.457, 0.791, -1.531], [3.357, 0.669, -0.037], [2.284, 0.930, 0.659], [2.637, 0.672, 1.993], [1.880, 0.814, 3.152], [2.503, 0.535, 4.356], [3.846, 0.123, 4.403], [4.606, -0.021, 3.255], [3.968, 0.275, 2.054], [4.400, 0.273, 0.731], [0.868, 3.040, -1.781], [0.365, 2.552, -0.682], [-0.436, 3.562, -0.134], [-1.168, 3.568, 1.052], [-1.863, 4.723, 1.351], [-1.826, 5.840, 0.496], [-1.086, 5.844, -0.671], [-0.386, 4.677, -0.959], [0.456, 4.313, -2.011], [2.763, 2.927, -2.722], [1.456, 2.270, -3.679], [2.029, 0.296, -2.906], [3.931, -0.111, -1.920], [4.123, 1.626, -1.771], [0.859, 1.169, 3.123], [1.946, 0.663, 5.275], [4.304, -0.074, 5.364], [5.644, -0.324, 3.298], [5.316, 0.019, 0.400], [-1.193, 2.706, 1.708], [-2.438, 4.774, 2.265], [-2.383, 6.727, 0.767], [-1.052, 6.713, -1.315], [0.746, 4.900, -2.775], [0.160, -7.185, -2.221], [-0.387, -5.480, -1.668], [-0.374, -5.147, -0.327], [-0.776, -3.868, 0.017], [-1.175, -2.946, -0.863], [-1.179, -3.294, -2.155], [-0.797, -4.550, -2.604], [-1.629, -2.264, -3.144], [-2.627, -2.582, -4.057], [-3.031, -1.604, -4.948], [-4.388, -1.966, -6.187], [-2.439, -0.356, -4.909], [-1.460, -0.147, -3.954], [-1.043, -1.069, -3.088], [-0.061, -5.854, 0.427], [-0.782, -3.568, 1.061], [-0.803, -4.786, -3.660], [-3.089, -3.560, -4.056], [-2.730, 0.430, -5.592], [-0.981, 0.826, -3.888], [1.376, -2.841, 3.194], [2.473, -3.548, 2.870], [2.988, -4.384, 3.783], [3.070, -3.478, 1.696], [2.476, -2.712, 0.810], [1.929, -2.025, 0.050], [1.019, -2.833, 4.135], [1.132, -2.048, 2.620], [2.573, -4.513, 4.687], [3.750, -4.975, 3.501], [-2.320, -1.667, 1.592], [-1.761, -0.549, 2.114], [-1.177, 0.260, 1.304], [-1.838, -0.283, 3.488], [-2.331, -1.291, 4.367], [-2.680, -2.158, 5.043], [-1.415, 0.983, 3.975], [-1.075, 2.012, 4.371], [-2.725, -2.356, 2.206], [-2.053, -1.944, 0.654], [-4.326, 2.112, -2.291], [-2.975, 2.358, -1.660], [-2.374, 1.126, -1.226], [-4.769, 3.055, -2.617], [-5.011, 1.652, -1.576], [-4.246, 1.451, -3.156], [-3.050, 3.060, -0.826], [-2.276, 2.788, -2.381], [-2.865, 0.797, -0.465]],
  "atomic_forces_ev_per_a": [[0.16, 0.16, -0.33], [-0.05, -0.10, 0.07], [0.17, 0.16, -0.07], [-0.10, -0.03, 0.01], [-0.04, 0.05, -0.14], [-0.03, -0.52, 0.40], [-0.23, 0.25, -0.17], [0.00, 0.01, 0.06], [0.05, -0.03, -0.09], [-0.07, -0.04, 0.01], [-0.07, 0.07, -0.03], [0.19, -0.20, -0.10], [0.03, 0.10, 0.10], [0.16, 0.10, 0.03], [-0.61, -0.02, -0.04], [0.20, -0.30, 0.22], [-0.02, -0.02, 0.00], [0.03, 0.07, -0.09], [-0.01, -0.04, 0.04], [-0.02, -0.02, 0.01], [0.10, 0.12, -0.23], [-0.05, 0.03, 0.09], [0.02, 0.04, -0.03], [-0.04, -0.04, -0.01], [-0.01, 0.00, 0.01], [-0.04, -0.04, 0.00], [0.08, 0.01, 0.01], [0.05, 0.00, -0.03], [0.03, -0.01, 0.00], [-0.01, 0.00, -0.02], [-0.02, 0.00, -0.01], [-0.01, 0.01, 0.01], [0.03, 0.06, -0.04], [0.01, 0.00, -0.01], [0.01, -0.01, 0.00], [0.01, -0.01, 0.00], [0.00, 0.00, 0.03], [0.03, -0.12, -0.04], [0.02, -0.04, 0.02], [0.01, 0.06, 0.05], [0.02, 0.00, -0.16], [0.10, -0.27, -0.01], [-0.05, 0.21, 0.04], [-0.01, 0.06, -0.01], [0.04, -0.09, 0.17], [0.01, -0.02, 0.01], [0.01, -0.04, 0.03], [-0.11, -0.04, -0.12], [0.04, 0.06, 0.03], [0.13, 0.00, 0.03], [-0.10, 0.07, -0.12], [0.00, 0.01, 0.00], [0.05, -0.07, -0.06], [-0.01, 0.01, 0.02], [0.01, 0.01, 0.00], [-0.01, -0.01, 0.01], [-0.01, 0.00, 0.03], [-0.14, 0.06, 0.03], [0.08, 0.00, 0.17], [-0.03, 0.00, -0.02], [-0.04, -0.02, -0.25], [-0.03, 0.05, 0.27], [0.20, -0.05, -0.22], [0.00, 0.01, 0.04], [0.01, 0.00, 0.04], [0.01, 0.01, 0.00], [0.00, 0.00, 0.00], [0.13, 0.07, 0.17], [-0.03, -0.25, 0.01], [-0.04, 0.41, 0.27], [-0.01, -0.07, 0.13], [0.23, 0.38, -0.10], [-0.05, -0.08, -0.06], [-0.20, -0.27, 0.09], [0.01, -0.01, -0.09], [-0.06, 0.06, 0.01], [-0.15, 0.12, -0.09], [-0.11, 0.10, -0.06], [-0.02, -0.19, -0.06], [0.10, 0.16, 0.01], [0.00, -0.03, 0.01], [0.01, 0.02, 0.01], [0.04, -0.01, 0.02], [-0.02, -0.02, 0.02], [0.00, -0.03, -0.02], [0.00, 0.01, 0.08]]
}

---

> The highest charge belongs to which entry?

C34H33Br2N14O2Sn

---

> charge of number 1 (C34H33BCl4N10O2RuS)?

-1

---

> Number 1 is which compound?

C34H33BCl4N10O2RuS